A.
{"formula": "C4H11B", "method": "ωB97M-V/def2-TZVPD", "species": ["C", "C", "C", "C", "B", "H", "H", "H", "H", "H", "H", "H", "H", "H", "H", "H"], "xyz": [[1.0467, 0.0168, 0.1241], [0.7194, 1.3357, -0.6214], [1.5269, 0.1441, 1.3621], [0.5759, -1.2428, -0.4293], [-2.7480, -0.1910, -0.0375], [0.7618, 1.1338, -1.6962], [1.5568, 1.9584, -0.3185], [1.8908, 1.0355, 1.8039], [-0.2645, 1.7881, -0.1871], [-3.2442, -0.3361, -1.1005], [-2.3070, 0.9707, 0.0910], [-2.5106, -1.0510, 0.7044], [-0.5189, -1.1677, -0.2734], [1.7646, -0.7902, 1.9550], [0.9590, -2.0853, 0.1940], [0.7911, -1.5190, -1.5705]], "nbo_charge": [0.024, -0.656, -0.421, -0.639, 0.284, 0.212, 0.221, 0.197, 0.231, -0.100, -0.100, -0.097, 0.215, 0.185, 0.223, 0.221], "lumo_energy_ev": -0.13, "smiles": "C=C(C)C.B", "orbital_gap_ev": 9.1, "spin_multiplicity": 1, "homo_energy_ev": -9.186}

B.
{"formula": "C4H11B", "method": "ωB97M-V/def2-TZVPD", "species": ["C", "C", "C", "C", "B", "H", "H", "H", "H", "H", "H", "H", "H", "H", "H", "H"], "xyz": [[-2.0506, 0.8111, 0.1333], [-0.6791, -1.5242, -0.1571], [0.8713, 0.8067, -0.1468], [2.1431, 0.0516, 0.2703], [-0.6772, -0.0117, 0.1389], [0.9519, 1.9264, 0.2861], [0.9004, 0.8099, -1.3131], [-1.9840, 1.3927, -0.7908], [-1.6917, -1.8965, -0.4746], [-1.9758, 1.7434, 0.8642], [0.0081, -1.9355, -0.9108], [2.9965, -0.0449, -0.4663], [-3.0209, 0.3224, 0.2122], [2.5865, 0.6668, 1.0666], [2.0129, -1.0082, 0.5627], [-0.3914, -2.1100, 0.7253]], "nbo_charge": [-1.016, -1.056, -0.726, -0.626, 0.896, 0.216, 0.231, 0.260, 0.230, 0.238, 0.248, 0.204, 0.232, 0.209, 0.202, 0.258], "lumo_energy_ev": 0.61, "smiles": "CCB(C)C", "orbital_gap_ev": 10.5, "spin_multiplicity": 1, "homo_energy_ev": -9.906}

What is the most stable structure shown above? It is B.